C32H36NO | the ωB97M-V functional and the def2-TZVPD basis

Net charge = -1
Multiplicity = 1
HOMO energy = -2.477 eV
E_LUMO = 0.0290 Eh
DFT total energy = -37305.9132 eV

Each line ends with the Löwdin charge.
Cartesian coordinates (Å):
C  -1.1215  4.4806  0.3339  -0.04
C  -1.1310  3.5382  1.5409  -0.55
C  0.1370  3.7842  2.3508  -0.07
C  -2.3378  3.8659  2.4304  -0.05
C  -1.2152  2.0733  1.0546  -0.06
C  -0.2432  1.1473  1.3285  0.04
C  -0.3087  -0.2035  0.8783  -0.18
C  0.7267  -1.1310  1.1840  0.01
C  0.6727  -2.4661  0.7984  -0.08
C  1.6233  -3.4286  1.1073  -0.03
C  1.5374  -4.7915  0.6855  -0.22
C  2.5727  -5.6969  1.0386  -0.04
C  2.5359  -7.0241  0.6312  -0.09
C  1.4605  -7.4977  -0.1385  -0.10
C  0.4229  -6.6252  -0.4919  -0.09
C  0.4522  -5.2930  -0.0894  -0.02
C  -1.4637  -0.5802  0.1268  0.04
C  -2.4811  0.2756  -0.1949  -0.06
C  -3.7053  -0.1782  -1.0323  -0.55
C  -4.9941  0.0249  -0.2308  -0.05
C  -3.6223  -1.6552  -1.4127  -0.08
C  -3.7694  0.6343  -2.3280  -0.05
C  -2.3905  1.6653  0.2645  -0.27
O  -3.3036  2.4833  -0.0178  0.00
H  -2.0567  4.3563  -0.2204  0.08
H  -1.0262  5.5217  0.6690  0.08
H  -0.2716  4.2334  -0.3155  0.08
H  0.1445  3.1412  3.2396  0.08
H  1.0287  3.5966  1.7387  0.08
H  0.1564  4.8319  2.6787  0.09
H  -2.3529  3.1787  3.2851  0.09
H  -2.2679  4.8961  2.8024  0.08
H  -3.2581  3.7498  1.8507  0.07
H  0.6285  1.4203  1.9266  0.11
H  1.5675  -0.7958  1.7945  0.13
H  -0.1934  -2.7969  0.2324  0.09
H  2.4724  -3.1450  1.7332  0.12
H  3.3980  -5.3126  1.6383  0.11
H  3.3457  -7.6976  0.9101  0.10
H  1.4277  -8.5377  -0.4617  0.10
H  -0.4182  -6.9788  -1.0869  0.10
H  -0.3617  -4.6278  -0.3706  0.10
H  -1.5398  -1.6101  -0.2095  0.09
H  -5.1157  1.0864  0.0004  0.07
H  -5.8586  -0.3268  -0.8082  0.08
H  -4.9329  -0.5512  0.7003  0.09
H  -2.7313  -1.8443  -2.0238  0.09
H  -3.6105  -2.2836  -0.5137  0.08
H  -4.5057  -1.9279  -2.0057  0.08
H  -2.8352  0.4929  -2.8848  0.10
H  -4.6086  0.2947  -2.9478  0.08
H  -3.8975  1.6927  -2.0858  0.08
C  3.8174  -0.9807  -1.0433  -0.10
C  2.9913  0.1307  -1.5775  -0.33
C  2.1159  -0.1730  -2.6295  -0.32
N  1.3984  -0.4697  -3.5148  0.06
C  3.0987  1.4846  -1.1574  -0.23
C  3.9635  1.9021  -0.0954  -0.07
C  4.0306  3.2346  0.2996  -0.14
C  3.2576  4.2109  -0.3434  -0.17
C  2.4176  3.8322  -1.3938  -0.14
C  2.3359  2.5028  -1.7961  -0.06
H  4.4809  -0.6807  -0.2285  0.05
H  3.1648  -1.7951  -0.6888  0.05
H  4.4344  -1.4080  -1.8543  0.07
H  4.5837  1.1574  0.4061  0.08
H  4.6980  3.5151  1.1152  0.09
H  3.3230  5.2535  -0.0337  0.08
H  1.8242  4.5823  -1.9176  0.09
H  1.6831  2.2424  -2.6298  0.09

=====

C40H113N7O19 | the ωB97M-V functional and the def2-TZVPD basis

Multiplicity = 1
HOMO energy = -8.415 eV
E_LUMO = 0.0182 Eh
DFT total energy = -92636.9695 eV

Each line ends with the Löwdin charge.
Cartesian coordinates (Å):
C  6.2655  -6.0504  -1.7935  -0.05
C  6.3919  -4.6904  -2.4599  -0.41
C  5.1540  -3.8682  -2.6820  -0.18
O  5.3217  -2.7780  -3.5963  -0.18
C  4.3799  -1.7390  -3.6157  -0.11
N  7.4491  -3.8476  -1.8276  0.04
H  5.6687  -6.6392  -2.4901  0.09
H  5.6409  -5.9678  -0.9040  0.06
H  7.2299  -6.5313  -1.6298  0.09
H  6.8376  -4.9029  -3.4316  0.13
H  4.8669  -3.4296  -1.7263  0.11
H  4.2649  -4.3922  -3.0327  0.13
H  4.4706  -1.0973  -4.4922  0.08
H  4.5407  -1.0125  -2.8192  0.08
H  3.3338  -2.0450  -3.6246  0.09
H  8.3353  -4.2813  -2.0441  0.09
H  7.4490  -2.9673  -2.3227  0.08
C  2.1254  2.3223  -5.0205  -0.04
C  1.2776  2.4499  -3.6950  -0.37
C  0.3358  3.6611  -3.8390  -0.20
O  1.1423  4.8019  -4.0203  -0.20
C  0.4558  5.9281  -4.4861  -0.12
N  0.5131  1.2314  -3.6775  0.05
H  2.5537  3.3108  -5.1867  0.06
H  1.5222  2.0633  -5.8906  0.07
H  2.9345  1.6114  -4.8526  0.07
H  1.9499  2.4843  -2.8377  0.14
H  -0.3196  3.8719  -2.9939  0.09
H  -0.4011  3.5259  -4.6307  0.12
H  -0.3448  6.2652  -3.8276  0.08
H  0.1286  5.7873  -5.5162  0.09
H  1.0547  6.8387  -4.4924  0.08
H  -0.0285  0.9904  -4.4952  0.04
H  0.0134  1.0724  -2.8142  0.02
C  -5.4093  0.8268  0.5625  -0.04
C  -6.0563  1.9767  1.2740  -0.44
C  -7.1497  1.5577  2.3206  -0.14
O  -8.1991  0.7910  1.6309  -0.20
C  -9.0655  0.0202  2.5118  -0.09
N  -5.0272  2.8621  1.7515  0.05
H  -4.8163  0.2430  1.2665  0.06
H  -4.6706  1.1926  -0.1507  0.06
H  -6.1576  0.1789  0.1062  0.09
H  -6.6184  2.5217  0.5156  0.12
H  -7.5670  2.3937  2.8819  0.12
H  -6.6696  0.9757  3.1073  0.11
H  -8.5377  -0.6964  3.1412  0.08
H  -9.7327  -0.5924  1.9055  0.08
H  -9.6622  0.6997  3.1204  0.08
H  -4.4061  3.0505  0.9777  0.04
H  -5.4835  3.6893  2.1087  0.10
C  -1.1402  -5.5943  1.3941  -0.03
C  -0.0467  -4.5432  1.4957  -0.45
C  1.1905  -4.7040  0.6343  -0.14
O  1.7683  -6.0523  0.7633  -0.18
C  2.8409  -6.2222  -0.1109  -0.14
N  -0.5497  -3.2252  1.4453  0.06
H  -1.6207  -5.6165  0.4160  0.08
H  -1.9564  -5.2895  2.0491  0.06
H  -0.7783  -6.5727  1.7099  0.08
H  0.3226  -4.6366  2.5170  0.14
H  1.8715  -3.9459  1.0212  0.11
H  1.0608  -4.5636  -0.4388  0.11
H  2.5309  -6.1339  -1.1522  0.08
H  3.4315  -7.1017  0.1455  0.10
H  3.4646  -5.3324  -0.0254  0.05
H  -1.0698  -3.0320  2.2892  0.05
H  0.2059  -2.5563  1.4041  0.04
C  2.2877  -0.3953  -0.6927  -0.04
C  1.2818  -0.1465  0.4537  -0.39
C  -0.1550  -0.2941  -0.1633  -0.19
O  -0.4105  0.7625  -1.0554  -0.22
C  -1.7213  0.6540  -1.6168  -0.08
N  1.5902  -1.0117  1.5714  0.06
H  3.3149  -0.3039  -0.3398  0.07
H  2.1247  0.3065  -1.5106  0.06
H  2.1403  -1.4000  -1.0889  0.08
H  1.3093  0.8979  0.7646  0.11
H  -0.9210  -0.4343  0.5994  0.10
H  -0.2732  -1.1925  -0.7690  0.10
H  -1.8406  -0.2343  -2.2371  0.09
H  -2.0415  1.6121  -2.0262  0.08
H  -2.4574  0.5243  -0.8234  0.08
H  2.5707  -1.0554  1.8096  0.03
H  1.2146  -0.4241  2.3019  0.04
C  2.3436  2.7256  3.3394  -0.04
C  2.5072  1.4419  4.1945  -0.40
C  3.0325  1.6632  5.5864  -0.20
O  2.9472  0.5101  6.4500  -0.23
C  3.2031  0.7245  7.8549  -0.08
N  1.2352  0.6744  4.1673  0.08
H  1.4450  3.2775  3.6149  0.07
H  2.2974  2.3647  2.3119  0.06
H  3.2433  3.3327  3.4399  0.08
H  3.3506  0.9081  3.7565  0.12
H  2.4544  2.4091  6.1317  0.12
H  4.0785  1.9695  5.5984  0.12
H  2.8613  -0.1672  8.3804  0.09
H  2.6769  1.5762  8.2860  0.08
H  4.2634  0.9772  7.8526  0.08
H  1.3908  0.1384  5.0091  0.07
H  0.4246  1.2186  4.4257  0.05
C  0.0278  4.3103  -0.2463  -0.05
C  -0.1979  5.1007  1.0293  -0.42
C  0.9570  6.0588  1.2393  -0.22
O  0.6833  6.7899  2.4088  -0.16
C  1.8717  7.5397  2.7593  -0.10
N  -1.4217  5.7585  0.8091  0.05
H  0.0353  4.8587  -1.1883  0.07
H  -0.7236  3.5274  -0.3487  0.07
H  1.0057  3.8302  -0.2812  0.09
H  -0.3153  4.3832  1.8415  0.12
H  1.0867  6.7364  0.3954  0.13
H  1.8857  5.4899  1.2827  0.12
H  1.6946  8.2312  3.5830  0.08
H  2.3550  8.1880  2.0283  0.09
H  2.6294  6.9188  3.2375  0.08
H  -1.7597  6.1709  1.6669  0.11
H  -1.3060  6.5546  0.1984  0.11
C  -2.2372  0.9255  3.0842  -0.19
C  -1.3517  2.1658  2.7995  -0.25
O  -0.9493  2.7386  4.0025  -0.09
O  -3.5631  1.2659  3.6203  -0.09
H  -1.8599  0.2624  3.8627  0.11
H  -2.2972  0.3231  2.1777  0.08
H  -1.9927  2.9233  2.3485  0.11
H  -0.4605  2.0799  2.1778  0.10
H  -1.7258  3.1503  4.3888  0.10
H  -4.0213  1.7355  2.9195  0.00
C  -4.4313  3.4977  -2.1119  -0.25
C  -3.4851  4.5282  -1.4192  -0.23
O  -3.2508  4.0152  -0.1501  -0.12
O  -4.8341  4.0445  -3.3211  -0.05
H  -5.2818  3.2774  -1.4667  0.11
H  -3.9711  2.5231  -2.2739  0.10
H  -3.9263  5.5233  -1.4751  0.12
H  -2.5538  4.5891  -1.9823  0.10
H  -2.6738  4.6721  0.2466  0.01
H  -5.0716  3.2826  -3.8547  0.09
C  -1.2843  -0.3960  -6.2661  -0.21
C  -1.1893  -1.5347  -5.2319  -0.24
O  -0.4523  -2.6844  -5.6169  -0.06
O  -2.2017  0.6568  -5.8589  -0.09
H  -1.7198  -0.8190  -7.1714  0.11
H  -0.3497  0.0529  -6.6024  0.11
H  -2.1626  -1.8865  -4.8896  0.10
H  -0.7139  -1.0242  -4.3944  0.09
H  -0.1409  -3.1756  -4.8531  0.04
H  -2.6226  1.0919  -6.6041  0.08
C  -3.5204  -2.9350  2.8913  -0.22
C  -3.7583  -2.4667  1.4323  -0.21
O  -3.2856  -3.4060  0.4693  -0.09
O  -2.3760  -2.4449  3.5403  -0.09
H  -3.5086  -4.0248  2.9116  0.11
H  -4.3367  -2.5610  3.5092  0.11
H  -3.2617  -1.5121  1.2588  0.09
H  -4.8069  -2.2394  1.2400  0.11
H  -2.3327  -3.4363  0.5818  0.01
H  -2.3229  -2.8262  4.4197  0.10
C  6.0805  -3.0748  1.1213  -0.25
C  4.7772  -3.1518  1.9322  -0.19
O  4.2209  -1.8560  2.2628  -0.09
O  6.5272  -4.3840  0.8410  -0.08
H  6.8548  -2.4665  1.5889  0.11
H  5.9378  -2.5121  0.1988  0.10
H  4.9580  -3.7098  2.8509  0.12
H  4.0546  -3.7673  1.3962  0.09
H  4.5906  -1.6662  3.1281  0.09
H  6.8046  -4.4634  -0.0746  0.01
C  -2.6733  -3.9087  -2.7729  -0.18
C  -1.2236  -3.5683  -2.4266  -0.18
O  -0.1660  -4.1962  -3.2297  -0.09
O  -2.8176  -5.3578  -2.8044  -0.07
H  -3.0199  -3.5519  -3.7428  0.11
H  -3.2983  -3.6589  -1.9154  0.11
H  -0.9881  -3.9066  -1.4175  0.09
H  -1.0967  -2.4860  -2.4475  0.09
H  -0.2190  -5.1521  -3.3007  0.08
H  -2.1056  -5.7160  -3.3395  0.06

=====

C6H5FN6O | the ωB97M-V functional and the def2-TZVPD basis

Multiplicity = 1
HOMO energy = -9.749 eV
E_LUMO = -0.0215 Eh
DFT total energy = -20004.5538 eV

Each line ends with the Löwdin charge.
Cartesian coordinates (Å):
C  -1.1207  2.6887  1.8541  -0.10
C  -0.6541  1.6852  2.7073  -0.09
C  -0.5120  1.4506  0.0588  -0.12
C  -0.0536  0.4295  0.9289  -0.26
C  -0.4432  1.2920  -1.4043  -0.38
C  0.4493  -0.8278  -0.8276  -0.14
N  -1.0440  2.5693  0.5458  0.15
N  -0.1261  0.5698  2.2481  0.15
N  0.4523  -0.7499  0.4214  0.17
N  0.0699  0.0254  -1.7605  0.18
N  1.7489  -3.2187  -0.9681  -0.02
N  0.9343  -2.6139  -1.7789  -0.05
O  -0.7689  2.0762  -2.2522  0.12
F  -0.4617  -3.1815  -1.6835  -0.20
H  -1.5650  3.6018  2.2220  0.11
H  -0.7086  1.7749  3.7833  0.11
H  0.1006  -0.2203  -2.7435  0.17
H  1.4854  -3.3231  0.0112  0.10
H  2.2170  -4.0282  -1.3623  0.10

=====

C4H7NO2 | the ωB97M-V functional and the def2-TZVPD basis

Multiplicity = 1
HOMO energy (alpha / beta) = -7.904 / -7.904 eV
E_LUMO (alpha / beta) = 0.0008 / 0.0008 Eh
DFT total energy = -9843.5455 eV

Each line ends with the Löwdin charge.
Cartesian coordinates (Å):
O  0.6912  -1.9563  1.1323  0.02
C  0.9056  -0.7048  0.5958  -0.32
C  0.8172  -0.4994  -0.8603  -0.02
N  0.3481  0.7106  -1.0173  0.03
C  -0.1407  1.3529  0.1165  -0.05
C  0.0179  0.4267  1.1771  -0.40
O  -0.3507  0.3762  2.3480  0.02
H  0.2571  -1.7685  1.9830  0.10
H  1.9346  -0.3196  0.8176  0.19
H  1.1662  -1.0750  -1.7035  0.13
H  -2.9175  -0.2807  -1.5512  0.02
H  0.6654  1.1577  -1.8601  0.17
H  -2.6514  0.3320  -1.2240  0.01
H  -0.7430  2.2481  0.0460  0.10

=====

C15H16N2O4 | the ωB97M-V functional and the def2-TZVPD basis

Multiplicity = 1
HOMO energy = -8.432 eV
E_LUMO = 0.0019 Eh
SMILES = O=C(O)c1[nH]c2ccccc2c1CC(=O)N1CCOCC1
DFT total energy = -26986.1284 eV

Each line ends with the Löwdin charge.
Cartesian coordinates (Å):
O  -3.6371  -2.3903  -0.6542  0.11
C  -2.6669  -2.1525  0.0312  -0.46
O  -2.0066  -3.1267  0.6897  0.11
C  -2.1105  -0.8222  0.1936  -0.13
N  -2.6894  0.1956  -0.5356  0.15
C  -2.0479  1.3593  -0.2717  -0.20
C  -2.2541  2.6428  -0.7710  -0.02
C  -1.4232  3.6413  -0.3185  -0.09
C  -0.4077  3.3842  0.6131  -0.09
C  -0.1960  2.1234  1.1153  -0.01
C  -1.0205  1.0836  0.6687  -0.12
C  -1.0728  -0.3098  0.9551  -0.11
C  -0.1692  -1.0236  1.9032  -0.02
C  1.2938  -0.6807  1.6324  -0.46
O  1.9537  -0.0449  2.4328  0.05
N  1.8222  -1.1167  0.4675  -0.04
C  1.1494  -1.8221  -0.5982  -0.10
C  1.0255  -0.8900  -1.8119  -0.17
O  2.2908  -0.4259  -2.2206  -0.13
C  2.9455  0.2621  -1.1761  -0.17
C  3.1263  -0.6368  0.0512  -0.10
H  -2.4584  -3.9722  0.5415  0.14
H  -3.4764  0.0480  -1.1462  0.17
H  -3.0384  2.8399  -1.4859  0.11
H  -1.5535  4.6485  -0.6854  0.10
H  0.2170  4.2018  0.9401  0.10
H  0.5850  1.9315  1.8339  0.11
H  -0.3318  -2.0994  1.8620  0.11
H  -0.3725  -0.6806  2.9216  0.14
H  1.7688  -2.6830  -0.8788  0.14
H  0.1719  -2.1765  -0.2862  0.10
H  0.3778  -0.0379  -1.5535  0.12
H  0.6037  -1.4209  -2.6668  0.13
H  2.3619  1.1511  -0.8905  0.13
H  3.9111  0.5736  -1.5763  0.13
H  3.7599  -1.4923  -0.2042  0.13
H  3.5684  -0.0815  0.8785  0.12

=====

- Look up the multiplicity of the first one.
  1

=====

- Which value of multiplicity does entry 3 give?
  1